1.
{"formula": "C4H3ClS2", "method": "wB97M-V/def2-TZVPD", "elements": ["S", "C", "C", "C", "Cl", "C", "S", "H", "H", "H"], "xyz": [[-3.13, -0.39, 0.15], [-1.58, 0.37, -0.12], [-0.58, -0.60, -0.36], [0.84, -0.45, -0.03], [1.98, -1.73, -0.01], [1.38, 0.76, 0.44], [1.00, 2.16, -0.13], [-1.16, 1.44, -0.21], [-1.07, -1.59, -0.92], [2.26, 0.73, 1.27]], "nbo_charge": [0.0186, -0.2781, -0.2325, -0.0968, 0.0693, -0.3850, 0.1545, 0.2441, 0.2694, 0.2364], "homo_energy_ha": -0.325, "homo_lumo_gap_ev": 6.5, "e_lumo_ev": -2.32, "smiles": "S=C/C=C(/Cl)C=S"}


2.
{"formula": "C5H7NO", "method": "wB97M-V/def2-TZVPD", "elements": ["N", "C", "O", "C", "C", "C", "C", "H", "H", "H", "H", "H", "H", "H"], "xyz": [[-1.23, 2.22, 0.14], [-1.16, 0.95, 0.11], [-0.80, 0.24, 1.25], [0.49, 0.35, 0.55], [1.03, -1.09, 0.39], [0.01, -1.27, -0.77], [-0.26, 0.25, -0.83], [-1.32, 2.50, 1.12], [0.67, 1.49, 0.67], [0.90, -1.76, 1.25], [2.06, -1.14, 0.04], [-0.87, -1.87, -0.51], [0.44, -1.67, -1.70], [0.04, 0.81, -1.71]], "nbo_charge": [-0.7108, 0.5241, -0.5270, 0.0669, -0.4038, -0.4019, -0.2683, 0.3490, 0.2416, 0.2282, 0.2189, 0.2277, 0.2202, 0.2351], "homo_energy_ha": -0.362, "homo_lumo_gap_ev": 10.8, "e_lumo_ev": 0.93}


3.
{"formula": "C19H38N3S2Se2Si2Ti", "method": "wB97M-V/def2-TZVPD", "elements": ["Ti", "C", "Se", "C", "C", "Se", "C", "H", "H", "H", "H", "H", "H", "H", "H", "H", "H", "C", "Si", "C", "C", "C", "C", "C", "C", "C", "C", "N", "Si", "C", "C", "C", "H", "H", "H", "H", "H", "H", "H", "H", "H", "H", "H", "H", "H", "H", "H", "H", "H", "H", "H", "H", "H", "H", "C", "N", "C", "N", "S", "H", "H", "H", "H", "H", "H", "S", "C"], "xyz": [[0.46, 0.10, -0.21], [1.11, -4.05, 1.32], [1.79, -2.36, 0.61], [3.01, -2.05, 2.13], [2.51, -1.21, 3.30], [3.58, 0.43, 3.51], [2.98, 0.82, 5.32], [1.97, -4.69, 1.52], [0.48, -4.51, 0.57], [0.54, -3.87, 2.23], [3.91, -1.61, 1.70], [3.27, -3.05, 2.46], [2.64, -1.74, 4.23], [1.46, -0.91, 3.19], [3.21, -0.02, 5.97], [1.91, 1.03, 5.30], [3.52, 1.71, 5.65], [-2.11, -1.96, 1.27], [-2.22, -1.79, -0.61], [-1.20, -3.21, -1.36], [-4.01, -2.04, -1.17], [-1.43, -0.18, -1.15], [-0.64, -0.31, -2.40], [-1.08, -0.76, -3.65], [-0.20, -0.77, -4.71], [1.11, -0.33, -4.52], [1.49, 0.06, -3.26], [0.65, 0.07, -2.22], [-2.37, 1.44, -1.18], [-3.17, 1.91, 0.46], [-3.76, 1.46, -2.47], [-1.13, 2.80, -1.71], [-2.52, -2.92, 1.60], [-2.66, -1.16, 1.78], [-1.07, -1.88, 1.59], [-1.40, -4.15, -0.84], [-0.13, -3.01, -1.28], [-1.42, -3.36, -2.42], [-4.34, -3.06, -0.96], [-4.13, -1.86, -2.24], [-4.68, -1.36, -0.64], [-2.11, -1.09, -3.76], [-0.54, -1.10, -5.69], [1.81, -0.31, -5.34], [2.51, 0.38, -3.05], [-3.38, 1.03, 1.07], [-4.12, 2.42, 0.27], [-2.54, 2.57, 1.05], [-4.57, 0.79, -2.19], [-3.40, 1.16, -3.46], [-4.17, 2.47, -2.57], [-0.14, 2.61, -1.30], [-1.45, 3.78, -1.38], [-1.03, 2.82, -2.80], [1.55, 3.93, 1.03], [1.76, 2.61, 0.49], [2.97, 2.09, 0.33], [4.07, 2.83, 0.55], [3.11, 0.49, -0.24], [0.48, 4.15, 0.96], [2.10, 4.68, 0.45], [1.84, 4.00, 2.08], [1.00, 1.83, 0.74], [4.00, 3.64, 1.15], [4.95, 2.35, 0.53], [-0.61, 1.44, 2.86], [-0.04, 0.73, 1.54]], "nbo_charge": [1.1466, -0.7670, 0.3886, -0.5484, -0.5751, 0.2537, -0.7849, 0.2222, 0.2363, 0.2246, 0.2426, 0.2227, 0.2170, 0.2464, 0.2131, 0.2294, 0.2261, -1.1040, 1.7162, -1.1027, -1.1210, -1.4707, 0.2916, -0.2796, -0.1262, -0.2856, 0.0873, -0.6495, 1.7278, -1.1161, -1.1204, -1.0955, 0.2277, 0.2454, 0.2456, 0.2325, 0.2181, 0.2360, 0.2350, 0.2281, 0.2359, 0.2293, 0.2200, 0.2251, 0.2201, 0.2415, 0.2321, 0.2477, 0.2325, 0.2248, 0.2333, 0.2219, 0.2394, 0.2359, -0.4327, -0.6271, 0.3763, -0.7900, -0.2522, 0.2348, 0.1956, 0.2021, 0.3515, 0.3986, 0.4138, -0.0940, -0.8300], "spin_multiplicity": 2, "homo_energy_ha": [-0.225, -0.206], "homo_lumo_gap_ev": [6.5, 5.9], "e_lumo_ev": [0.36, 0.27]}


4.
{"formula": "C22H17Br2FeIN7O2S", "method": "wB97M-V/def2-TZVPD", "elements": ["Fe", "N", "C", "S", "N", "N", "C", "C", "C", "C", "C", "C", "N", "H", "H", "H", "H", "H", "H", "H", "C", "C", "C", "C", "C", "C", "Br", "C", "C", "Br", "C", "O", "C", "N", "H", "H", "H", "H", "H", "H", "O", "N", "I", "C", "C", "C", "C", "N", "C", "H", "H", "H", "H"], "xyz": [[0.36, 0.69, -0.45], [-0.85, 4.59, -1.57], [-0.38, 3.49, -0.97], [0.56, 2.39, -1.93], [-0.62, 3.34, 0.32], [-0.09, 2.17, 0.75], [0.16, 1.98, 2.00], [0.69, 0.67, 2.33], [1.15, 0.31, 3.59], [1.66, -0.96, 3.77], [1.66, -1.84, 2.70], [1.17, -1.42, 1.48], [0.70, -0.19, 1.29], [-0.62, 4.78, -2.53], [-1.33, 5.28, -1.01], [-0.02, 2.76, 2.74], [1.12, 1.03, 4.40], [2.04, -1.27, 4.74], [2.03, -2.85, 2.81], [1.12, -2.08, 0.63], [-1.29, -1.17, -1.59], [0.05, -1.57, -2.18], [0.35, -2.56, -3.11], [1.67, -2.81, -3.43], [2.69, -2.07, -2.82], [4.10, -2.25, -3.02], [4.71, -3.56, -4.20], [5.02, -1.47, -2.34], [4.64, -0.47, -1.46], [5.90, 0.55, -0.57], [3.25, -0.19, -1.22], [2.82, 0.71, -0.48], [2.30, -1.06, -1.92], [1.02, -0.82, -1.65], [-2.14, -1.60, -2.15], [-1.41, 0.64, -2.47], [-1.82, -1.08, 0.26], [-0.44, -3.13, -3.56], [1.92, -3.58, -4.15], [6.07, -1.65, -2.51], [-1.23, -1.66, -0.27], [-1.33, 0.27, -1.54], [-6.02, 2.78, 0.10], [-4.87, 1.46, 1.21], [-5.34, 0.91, 2.40], [-4.52, 0.04, 3.09], [-3.26, -0.24, 2.58], [-2.81, 0.28, 1.44], [-3.60, 1.10, 0.77], [-6.33, 1.15, 2.76], [-4.84, -0.41, 4.02], [-2.59, -0.91, 3.10], [-3.21, 1.49, -0.16]], "nbo_charge": [1.2130, -0.7584, 0.2989, -0.1190, -0.4002, -0.2402, 0.0680, 0.1681, -0.2139, -0.1205, -0.2441, 0.0994, -0.4943, 0.4156, 0.4165, 0.2291, 0.2410, 0.2385, 0.2411, 0.2215, 0.1815, 0.2665, -0.2241, -0.0850, -0.1623, -0.0061, 0.1743, -0.2580, -0.1003, 0.1978, 0.3706, -0.5221, 0.2065, -0.4990, 0.1743, 0.3652, 0.5167, 0.2471, 0.2466, 0.2586, -0.7506, -0.8768, 0.1916, -0.1951, -0.1870, -0.2441, 0.0453, -0.4903, 0.0086, 0.2375, 0.2328, 0.1939, 0.2253], "spin_multiplicity": 5, "homo_energy_ha": [-0.389, -0.403], "homo_lumo_gap_ev": [7.1, 5.6], "total_charge": 1, "e_lumo_ev": [-3.51, -5.34]}


5.
{"formula": "C9H17N2OS", "method": "wB97M-V/def2-TZVPD", "elements": ["C", "C", "C", "C", "C", "C", "C", "C", "C", "N", "N", "O", "S", "H", "H", "H", "H", "H", "H", "H", "H", "H", "H", "H", "H", "H", "H", "H", "H", "H"], "xyz": [[0.10, 0.24, -1.32], [-1.36, 0.00, -0.61], [-2.26, 2.24, -0.58], [-2.28, 0.93, -0.21], [0.11, -2.12, -1.04], [-3.36, 0.45, 0.76], [2.44, 1.32, 1.41], [2.17, -0.69, -1.46], [2.81, -0.51, -0.08], [-1.52, -1.27, 1.69], [0.74, -0.92, -1.46], [1.89, 0.29, 0.57], [-1.48, -1.54, -0.04], [0.31, 1.06, -2.06], [-3.05, 2.97, -0.41], [-1.50, 2.74, -1.28], [-0.42, -2.72, -1.84], [0.97, -2.62, -0.40], [-2.94, 0.62, 1.76], [-3.66, -0.54, 0.68], [-4.25, 1.11, 0.73], [2.87, 0.82, 2.31], [1.60, 1.87, 1.74], [3.05, 1.97, 0.69], [2.62, -1.53, -1.94], [2.42, 0.21, -1.98], [2.88, -1.44, 0.46], [3.74, 0.08, -0.34], [-1.93, -2.10, 2.12], [-0.70, -0.90, 2.11]], "nbo_charge": [-0.0161, -0.3164, -0.2277, -0.0427, -0.2777, -0.6299, -0.2504, -0.2202, -0.0781, -0.9430, -0.4433, -0.5710, 0.9728, 0.2167, 0.2146, 0.2102, 0.2494, 0.2582, 0.2408, 0.2117, 0.2351, 0.1923, 0.1940, 0.1896, 0.2091, 0.2259, 0.1771, 0.1996, 0.4103, 0.4094], "spin_multiplicity": 3, "homo_energy_ha": [-0.348, -0.485], "homo_lumo_gap_ev": [6.1, 7.7], "total_charge": 1, "e_lumo_ev": [-3.36, -5.45]}


6.
{"formula": "C8H9BrO2", "method": "wB97M-V/def2-TZVPD", "elements": ["O", "C", "C", "C", "C", "C", "C", "C", "Br", "C", "O", "H", "H", "H", "H", "H", "H", "H", "H", "H"], "xyz": [[4.01, -0.66, -0.90], [2.93, -0.34, -1.33], [1.75, 0.30, -0.59], [1.93, 0.47, 0.73], [1.02, 1.09, 1.79], [-0.32, 1.21, 1.73], [-1.32, 0.91, 0.66], [-1.48, -0.35, 0.16], [-0.35, -1.87, 0.43], [-2.51, -0.58, -1.01], [-3.02, -1.88, -1.10], [2.77, -0.52, -2.44], [0.87, 0.51, -1.17], [2.87, 0.18, 1.06], [1.48, 1.24, 2.82], [-0.80, 1.69, 2.67], [-2.12, 1.68, 0.42], [-1.84, -0.46, -1.99], [-3.43, 0.00, -0.98], [-2.44, -2.63, -0.96]], "nbo_charge": [-0.5298, 0.4081, -0.3202, -0.1291, -0.2250, -0.1809, -0.2887, -0.0698, 0.0795, -0.0971, -0.7365, 0.1004, 0.2158, 0.2178, 0.2260, 0.2172, 0.2433, 0.1683, 0.2162, 0.4843], "homo_energy_ha": -0.340, "homo_lumo_gap_ev": 8.8, "e_lumo_ev": -0.43, "smiles": "O=C/C=C/C=C\\C=C(/Br)CO"}


7.
{"formula": "C5H8O", "method": "wB97M-V/def2-TZVPD", "elements": ["C", "C", "O", "C", "C", "C", "H", "H", "H", "H", "H", "H", "H", "H"], "xyz": [[-1.03, 0.81, -1.43], [-1.08, -0.20, -0.31], [1.22, -1.00, -0.68], [1.77, -0.74, 0.43], [0.55, -0.01, 1.66], [-0.47, 0.02, 0.91], [-0.25, 0.45, -2.11], [-1.98, 0.88, -1.97], [-0.74, 1.79, -1.07], [-1.59, -1.14, -0.46], [2.10, -1.57, 1.08], [2.47, 0.12, 0.50], [0.79, 0.27, 2.67], [-1.74, 0.33, 0.79]], "mulliken_charge": [-0.9962, -0.0101, -0.6425, -0.2400, -0.4616, -0.0988, 0.3106, 0.3637, 0.3189, 0.3663, 0.2763, 0.2448, 0.4086, 0.1600], "homo_energy_ha": -0.303, "homo_lumo_gap_ev": 8.9, "e_lumo_ev": 0.61}


8.
{"formula": "CHNO3", "method": "wB97M-V/def2-TZVPD", "elements": ["O", "C", "O", "N", "O", "H"], "xyz": [[-0.72, -0.22, 1.33], [-0.91, 0.21, 0.21], [0.09, 0.31, -0.65], [1.51, 0.30, -0.30], [1.98, -0.73, -0.45], [-1.95, 0.13, -0.14]], "nbo_charge": [-0.5774, 0.6048, -0.4729, 0.4460, -0.1590, 0.1585], "homo_energy_ha": -0.397, "homo_lumo_gap_ev": 9.9, "e_lumo_ev": -0.86, "smiles": "O=CON=O"}


9.
{"formula": "C6H6", "method": "wB97M-V/def2-TZVPD", "elements": ["C", "C", "C", "C", "C", "C", "H", "H", "H", "H", "H", "H"], "xyz": [[-2.36, 0.43, -0.19], [-1.05, -0.13, -0.01], [-0.38, -1.15, 0.23], [0.88, -1.50, 0.36], [1.96, -0.93, 0.29], [2.36, 0.38, 0.04], [-2.54, 1.15, 0.62], [-3.14, -0.34, -0.16], [-2.45, 0.94, -1.15], [2.76, 0.40, -0.98], [2.62, 0.99, 0.89], [0.99, 0.69, -0.27]], "nbo_charge": [-0.6893, 0.0095, -0.0733, -0.0688, 0.0678, -0.6525, 0.2340, 0.2391, 0.2336, 0.2492, 0.2500, 0.2009], "homo_energy_ha": -0.318, "homo_lumo_gap_ev": 9.2, "e_lumo_ev": 0.51}


10.
{"formula": "C3H8O2", "method": "wB97M-V/def2-TZVPD", "elements": ["O", "C", "C", "C", "H", "H", "H", "H", "H", "H", "H", "H", "O"], "xyz": [[-1.35, 2.48, -0.31], [-1.30, 1.73, 0.65], [-2.17, 0.53, 0.66], [-2.29, -0.05, 2.03], [-0.66, 2.07, 1.59], [-1.94, -0.33, -0.10], [-3.14, 0.84, 0.21], [-1.33, -0.54, 2.18], [-2.78, -1.03, 2.00], [-2.70, 0.65, 2.85], [5.31, -3.67, -3.36], [5.63, -2.66, -2.37], [5.87, -3.55, -2.57]], "nbo_charge": [-0.0031, 0.4433, -0.5372, -0.6506, 0.3277, 0.3387, 0.3009, 0.2427, 0.2803, 0.2571, 0.4623, 0.4568, -0.9191], "spin_multiplicity": 2, "homo_energy_ha": [-0.485, -0.485], "homo_lumo_gap_ev": [6.6, 3.2], "total_charge": 1, "e_lumo_ev": [-6.63, -10.01]}


11.
{"formula": "C3H5N", "method": "wB97M-V/def2-TZVPD", "elements": ["C", "C", "C", "N", "H", "H", "H", "H", "H"], "xyz": [[1.54, -0.58, 0.06], [0.51, 0.18, -0.03], [-0.87, 0.34, 0.30], [-1.67, -0.50, -0.13], [2.47, -0.47, -0.41], [1.27, -1.69, 0.31], [0.37, 1.84, -1.21], [-0.92, 1.23, 0.86], [-2.71, -0.34, 0.24]], "nbo_charge": [-0.4915, 0.1024, -0.0129, -0.5543, 0.2212, 0.2200, -0.0040, 0.1774, 0.3417], "spin_multiplicity": 3, "homo_energy_ha": [-0.274, -0.377], "homo_lumo_gap_ev": [8.4, 8.5], "e_lumo_ev": [0.96, -1.78]}


12.
{"formula": "C22H36BrN3O3PTi", "method": "wB97M-V/def2-TZVPD", "elements": ["Ti", "C", "N", "C", "C", "C", "C", "C", "C", "C", "C", "H", "H", "H", "H", "H", "H", "H", "H", "H", "H", "H", "H", "O", "C", "C", "C", "N", "C", "Br", "C", "H", "H", "H", "H", "N", "C", "C", "O", "O", "H", "H", "H", "H", "H", "C", "C", "P", "C", "C", "C", "C", "H", "H", "H", "H", "H", "H", "H", "H", "H", "H", "H", "H", "H", "H", "H"], "xyz": [[0.85, 0.12, 0.58], [2.36, 0.27, 3.43], [1.60, 1.12, 2.50], [2.40, 2.35, 2.30], [0.29, 1.49, 3.09], [-0.47, 2.30, 2.07], [-1.32, 3.32, 2.46], [-1.98, 4.08, 1.51], [-1.78, 3.81, 0.16], [-0.93, 2.78, -0.22], [-0.24, 1.99, 0.70], [2.68, 0.86, 4.29], [3.24, -0.13, 2.93], [1.75, -0.55, 3.79], [2.41, 2.92, 3.24], [1.97, 2.97, 1.51], [3.41, 2.08, 2.03], [0.45, 2.06, 4.01], [-0.24, 0.57, 3.35], [-1.45, 3.53, 3.51], [-2.64, 4.88, 1.81], [-2.27, 4.41, -0.59], [-0.81, 2.60, -1.28], [1.69, -5.44, 1.28], [1.33, -4.15, 1.44], [0.69, -3.70, 2.61], [0.37, -2.37, 2.72], [0.68, -1.53, 1.72], [1.21, -1.95, 0.57], [3.23, 0.30, -0.04], [1.57, -3.27, 0.39], [1.49, -5.96, 2.07], [0.45, -4.38, 3.41], [-0.12, -1.97, 3.60], [2.03, -3.63, -0.52], [-4.20, -2.51, -0.01], [-3.57, -1.25, 0.38], [-2.07, -1.36, 0.19], [-1.32, -0.46, 0.52], [-1.65, -2.48, -0.35], [-4.95, -2.38, -0.67], [-4.56, -3.02, 0.78], [-2.48, -3.01, -0.49], [-3.76, -0.95, 1.41], [-3.90, -0.43, -0.26], [1.75, 2.15, -4.10], [1.68, 1.88, -2.60], [0.69, 0.42, -2.08], [1.45, -0.98, -3.00], [0.62, -2.26, -2.94], [-0.85, 0.71, -3.07], [-2.17, 0.20, -2.52], [2.37, 3.03, -4.28], [0.78, 2.35, -4.54], [2.21, 1.33, -4.64], [1.26, 2.74, -2.07], [2.68, 1.74, -2.20], [2.45, -1.12, -2.60], [1.55, -0.66, -4.04], [0.44, -2.57, -1.92], [1.12, -3.06, -3.47], [-0.35, -2.12, -3.42], [-0.66, 0.28, -4.06], [-0.93, 1.79, -3.22], [-2.16, -0.89, -2.39], [-2.99, 0.43, -3.20], [-2.39, 0.67, -1.56]], "nbo_charge": [1.3423, -0.4097, -0.4605, -0.4176, -0.2448, -0.0769, -0.2054, -0.1990, -0.2135, -0.2317, -0.3865, 0.2042, 0.2344, 0.2022, 0.1968, 0.2349, 0.2325, 0.2109, 0.2081, 0.2138, 0.2221, 0.2178, 0.1926, -0.6320, 0.3775, -0.3245, 0.0580, -0.5984, -0.0490, -0.3173, -0.2837, 0.4916, 0.2322, 0.2120, 0.2368, -0.8597, -0.3495, 0.8461, -0.6306, -0.6410, 0.3958, 0.3899, 0.5251, 0.2374, 0.2477, -0.6129, -0.7160, 0.9801, -0.7190, -0.6109, -0.7167, -0.6145, 0.2313, 0.2052, 0.2090, 0.2403, 0.2569, 0.2517, 0.2272, 0.2197, 0.2269, 0.2016, 0.2357, 0.2350, 0.1989, 0.2253, 0.2137], "homo_energy_ha": -0.411, "homo_lumo_gap_ev": 8.2, "total_charge": 1, "e_lumo_ev": -3.01}


Energy relative to the best compared isomer or geometry (same formula, charge and spin) readings, ordered: 181.83; 386.98; 137.49; 76.70; 0.00; 224.62; 560.42; 152.15; 669.48; 213.66; 273.48; 23.75 kJ/mol
E readings, ordered: -38385.6059; -8832.1921; -216023.6659; -231017.8246; -25458.1586; -82576.0019; -7356.4469; -8682.1075; -6312.2616; -7324.3748; -4674.6054; -136454.6945 eV